2 unconnected molecules or ions with the total composition C5H14 in a non-equilibrium geometry, computed with ωB97M-V with the def2-TZVPD basis set.

The value obtained for the HOMO-LUMO gap is 12.52 eV. As for the energy relative to the best compared isomer or geometry (same formula, charge and spin): 45.74 kJ/mol. As for the lowest unoccupied orbital energy: 1.135 eV. As for the largest force on an atom: 0.027 hartree/bohr.

Geometry as XYZ:
```
19
Properties=species:S:1:pos:R:3:forces:R:3:lowdin_charge:R:1
C 2.519 -1.249 -1.436 0.0168 0.3257 0.6582 -0.126
C 1.235 -0.501 -1.804 0.0609 0.7416 0.1919 -0.310
C 0.162 -0.496 -0.705 0.1830 -1.1881 -0.7082 -0.130
H 3.388 -0.684 -1.766 0.1726 -0.4511 -0.4279 0.064
H 2.698 -1.398 -0.365 -0.4368 0.4570 0.1425 0.068
H 2.476 -2.265 -1.786 0.3441 -0.3651 -0.6434 0.060
H 0.811 -0.913 -2.722 0.0083 -0.2465 0.1111 0.095
H 1.493 0.521 -2.102 -0.0507 0.0338 0.2208 0.094
H 0.227 -1.482 -0.232 -0.0936 0.1798 0.3471 0.073
H -0.814 -0.501 -1.177 -0.3640 0.4103 0.1061 0.068
H 0.222 0.279 0.051 0.2499 0.1190 -0.0927 0.054
C -2.004 0.357 1.950 -0.8682 -0.6944 0.6492 -0.178
C -1.750 1.831 1.766 -0.0755 0.5509 1.2918 -0.175
H -1.240 -0.280 1.519 0.0502 -0.0323 -0.0141 0.030
H -2.104 0.104 3.010 0.5087 0.1562 0.0933 0.066
H -2.986 0.005 1.615 0.1652 0.2795 -0.6640 0.067
H -2.573 2.434 2.158 -0.4276 -0.1326 -0.5865 0.063
H -1.486 2.135 0.764 -0.0125 0.0674 -0.2342 0.055
H -0.990 2.165 2.479 0.5693 -0.2113 -0.4409 0.064
```
Forces are in eV/Å.

2 unconnected molecules or ions with the total composition C5H8O in a non-equilibrium geometry, computed with ωB97M-V with the def2-TZVPD basis set.

The value obtained for the HOMO-LUMO gap is 10.93 eV. As for the energy relative to the best compared isomer or geometry (same formula, charge and spin): 301.17 kJ/mol. As for the lowest unoccupied orbital energy: 0.769 eV. As for the largest force on an atom: 0.024 hartree/bohr.

Geometry as XYZ:
```
14
Properties=species:S:1:pos:R:3:forces:R:3:lowdin_charge:R:1
C -1.316 1.071 -0.064 0.0354 0.0451 0.0088 -0.104
C -1.035 -0.388 0.298 -0.0595 -0.0749 0.0987 -0.220
C 0.034 -0.593 1.339 -0.2392 -0.3977 0.5030 -0.297
O 0.708 -1.589 1.499 -0.8032 0.3650 0.3526 -0.005
H -1.405 1.696 0.832 0.0388 -0.1121 -0.1209 0.073
H -2.261 1.150 -0.611 0.1811 -0.0261 0.0734 0.074
H -0.522 1.486 -0.694 -0.0927 -0.1009 0.1195 0.066
H -0.897 -1.017 -0.588 0.1457 0.0460 0.2880 0.118
H -1.897 -0.793 0.849 -0.1496 -0.0056 -0.1824 0.126
H 0.111 0.231 2.070 0.0212 0.1396 0.0675 0.132
C 1.920 -0.546 -0.714 0.6324 -0.3696 -0.7839 -0.007
C 2.246 0.043 -1.713 0.0540 -0.3441 0.3816 0.019
H 1.680 -1.220 0.106 0.4388 0.6495 -0.9309 0.010
H 2.634 0.470 -2.610 -0.2033 0.1859 0.1250 0.014
```
Forces are in eV/Å.

C16H15N5O2S in the gas phase in a non-equilibrium geometry, computed with ωB97M-V with the def2-TZVPD basis set.

The value obtained for the HOMO-LUMO gap is 8.51 eV. As for the energy relative to the best compared isomer or geometry (same formula, charge and spin): 452.99 kJ/mol. As for the lowest unoccupied orbital energy: -0.397 eV. As for the largest force on an atom: 0.146 hartree/bohr.

Geometry as XYZ:
```
39
Properties=species:S:1:pos:R:3:forces:R:3:lowdin_charge:R:1
C -2.664 4.208 -3.100 -2.0279 -0.0842 0.0857 -0.044
O -2.441 3.976 -1.659 -0.3360 -0.1019 -2.1176 -0.100
C -1.559 2.986 -1.381 1.1091 -1.3542 1.2045 -0.325
C -2.025 1.745 -0.926 -1.3440 -1.8409 0.8424 0.005
C -1.150 0.743 -0.414 0.9016 0.5862 -1.4204 -0.018
C 0.250 0.904 -0.586 -0.2087 0.4409 1.7971 -0.156
C 1.310 -0.201 -0.231 -0.2310 0.7512 -1.0673 -0.186
C 1.030 -1.121 0.884 -2.4776 -0.3763 3.0276 -0.078
C 0.770 -0.553 2.153 -0.2334 -4.6442 0.0572 -0.183
C 0.873 0.814 2.679 2.8309 -0.5126 1.2894 0.007
N 0.308 -1.589 3.004 0.4448 0.6343 -1.8493 0.109
N 0.214 -2.832 2.305 1.0484 1.7074 -0.0665 0.001
C -0.035 -4.102 2.896 -1.2442 -0.4885 -0.0608 -0.805
N -0.247 -5.169 2.045 -0.7056 0.4789 1.8360 0.085
S -0.294 -4.329 4.538 0.4296 0.8398 -0.7929 0.593
C 0.690 -2.550 0.996 1.1316 -3.6826 -2.6109 -0.265
O 0.885 -3.550 0.177 -0.8381 3.9725 2.4622 -0.037
C 1.799 -1.019 -1.475 1.6967 0.8505 1.6795 -0.248
C 0.805 -1.696 -2.178 -5.3423 -4.6453 -2.4795 -0.225
N 0.014 -2.354 -2.758 2.5570 2.4677 1.8261 0.215
C 2.375 -0.281 -2.586 2.7245 3.1494 -3.1366 -0.168
N 2.811 0.304 -3.518 -1.5309 -2.0278 3.3015 0.183
C 0.730 2.230 -0.832 -3.3110 -2.2968 -1.0196 -0.026
C -0.157 3.201 -1.295 0.2927 0.4923 -0.2663 0.011
H -2.270 5.168 -3.304 0.4361 1.0598 -0.2816 0.060
H -2.242 3.517 -3.841 0.2608 -0.3511 0.8890 0.095
H -3.789 4.256 -3.352 1.6100 -0.1881 0.8683 0.111
H -3.135 1.383 -0.913 1.9944 1.4823 -0.0778 0.151
H -1.563 -0.164 0.043 0.1656 0.2470 -0.4975 0.118
H 2.163 0.288 0.221 0.6038 0.7061 -0.8635 0.140
H -0.109 1.178 2.740 -1.2115 0.9743 0.7788 0.084
H 1.598 0.911 3.596 -2.0648 -0.4889 -1.0801 0.144
H 1.424 1.415 2.001 0.1394 0.6110 -1.0673 0.061
H 0.231 -1.518 3.996 -0.1474 -0.5368 0.5315 0.117
H -0.906 -5.873 2.442 1.2268 0.8653 -0.3502 0.114
H -0.263 -5.052 1.060 0.3030 0.4458 -0.9106 0.067
H 2.507 -1.750 -1.024 -0.1668 0.2391 -0.7093 0.180
H 1.749 2.349 -0.751 2.1528 0.7673 -0.1414 0.085
H 0.312 4.129 -1.653 -0.6383 -0.1487 0.3902 0.125
```
Forces are in eV/Å.

2 unconnected molecules or ions with the total composition C2H4Cl3NO in a non-equilibrium geometry, computed with ωB97M-V with the def2-TZVPD basis set.

The value obtained for the HOMO-LUMO gap (alpha / beta) is 9.03 / 8.34 eV. As for the energy relative to the best compared isomer or geometry (same formula, charge and spin): 333.43 kJ/mol. As for the lowest unoccupied orbital energy (alpha / beta): -0.735 / -0.434 eV. As for the largest force on an atom: 0.046 hartree/bohr.

Geometry as XYZ:
```
11
Properties=species:S:1:pos:R:3:forces:R:3:lowdin_charge:R:1
C -0.274 -0.457 -0.137 1.0359 -0.9588 1.3304 -0.427
C 2.829 0.054 -0.196 -0.2942 1.6145 0.7016 -1.596
N 0.479 0.729 -0.145 1.4672 0.6315 0.6817 0.087
O -0.999 -0.885 0.992 -1.0194 0.9061 0.1662 -0.043
Cl 3.638 1.401 -1.052 -0.7161 -1.2135 1.0062 0.515
Cl 2.670 -1.362 -1.059 0.2057 -0.7064 -0.6505 0.637
Cl 3.245 -0.206 1.503 0.0054 0.4359 -0.8757 0.515
H 0.317 -1.345 -0.367 0.5732 0.2730 -0.8051 0.066
H -0.934 -0.287 -0.918 -1.8194 -0.1857 -1.5162 0.102
H 0.428 1.246 0.757 0.0447 -0.5884 -0.5279 0.075
H -0.398 -1.105 1.692 0.5170 -0.2082 0.4893 0.069
```
Forces are in eV/Å.